Density functional theory data (ωB97M-V/def2-TZVPD) for a gas-phase ion, C6H11N3O (charge +2).

Geometry (Å):
C -0.7729 -2.0607 0.2813
C 1.3423 -1.1524 0.3758
C -1.3112 -0.7850 -0.1309
C -2.6513 -0.7233 -0.4909
C -0.4991 0.3993 -0.2038
C 1.8886 0.9513 -0.6616
N 0.9511 -0.0210 -0.0852
N 0.4850 -2.2281 0.6086
N -0.9417 1.3949 0.7442
O -3.3393 0.3136 -0.7209
H -1.6027 -2.7013 0.5300
H 2.3660 -1.3836 0.3337
H -3.2675 -1.6226 -0.7601
H -0.6264 0.9104 -1.1851
H 2.7699 0.5270 -0.9327
H 1.3785 1.5265 -1.5065
H 2.1286 1.7688 0.0987
H 0.9595 -3.0052 1.0795
H -0.1535 2.0856 0.9634
H -1.2338 0.8523 1.5386
H -3.0455 1.1192 -0.2981

Output
- ΔE to the lowest compared entry with this formula, charge and spin (eV) = 0.000
- frontier orbital gap (spin up / spin down) (eV) = 7.60 / 6.72
- 2S+1 = 3
- max |F| (eV/A) = 4.75
- net charge = +2

Löwdin atomic charge list, values in e, 5 entries:
1. C 0.0329
2. C 0.0271
3. C -0.0351
4. C -0.0441
5. C -0.2791

=====

Density functional theory data (ωB97M-V/def2-TZVPD) for a molecular structure, C6H11N3O3S.

Geometry (Å):
C -1.9066 -0.6625 0.9876
C -0.2994 -0.0791 -0.5708
C -3.1031 -1.5407 1.0852
C 3.0661 -0.2223 -0.2307
C -0.4418 0.4248 -2.8311
C 2.1488 0.6818 0.5817
N -1.4255 -0.0568 1.9843
N -1.4214 -0.5320 -0.3066
N 0.9460 -0.0022 0.9702
O 0.3846 1.3031 3.0746
O -0.5429 2.0513 0.9192
O 0.3043 0.3121 -1.6102
S -0.1251 0.9757 1.7862
H -3.4332 -1.6031 2.1156
H -2.8533 -2.5287 0.7052
H -3.8948 -1.1301 0.4606
H 2.6166 -0.4615 -1.1897
H 4.0143 0.2802 -0.4029
H 3.2447 -1.1468 0.3114
H -0.2438 -0.4568 -3.4438
H -0.0818 1.3209 -3.3344
H -1.5087 0.5029 -2.6240
H 2.6341 0.9601 1.5236
H 1.9219 1.6094 0.0387

Output
- ΔE to the lowest compared entry with this formula, charge and spin (eV) = 0.342
- frontier orbital gap (eV) = 9.96
- 2S+1 = 1
- max |F| (eV/A) = 4.39

Löwdin atomic charge list, values in e, 5 entries:
1. C -0.4432
2. C -0.2592
3. C -0.0097
4. C -0.0804
5. C 0.0123

=====

Density functional theory data (ωB97M-V/def2-TZVPD) for a molecular structure, C6H11N3OS.

Geometry (Å):
C -0.4168 -1.1111 -3.3117
C -0.9256 -0.7864 -1.0232
C -0.8822 1.1889 0.5725
C 1.0777 0.6945 -1.0531
C 0.5881 -0.9304 0.8460
C -0.0759 0.1133 -0.1640
N -1.2923 0.0393 -3.3681
N -1.6816 0.4284 -2.3063
N -0.4279 -1.5477 -2.0370
O -1.8641 -1.5257 -0.3485
S 0.3382 -1.5807 -4.6654
H -0.2594 1.6161 1.2207
H -1.7062 0.7087 1.0920
H -1.3935 1.8803 -0.1331
H 1.7289 -0.1053 -1.3240
H 0.6664 1.1714 -1.9470
H 1.5692 1.4106 -0.4678
H 1.0170 -0.4151 1.6363
H 1.3242 -1.3375 0.2137
H -0.1714 -1.5682 1.1393
H 0.2591 -2.1990 -1.7098
H -2.0840 -1.1853 0.5434

Output
- ΔE to the lowest compared entry with this formula, charge and spin (eV) = 2.738
- frontier orbital gap (eV) = 7.97
- 2S+1 = 1
- max |F| (eV/A) = 5.06

Löwdin atomic charge list, values in e, 5 entries:
1. C -0.9073
2. C -0.4474
3. C -0.0129
4. C -0.0116
5. C 0.0146

=====

Density functional theory data (ωB97M-V/def2-TZVPD) for 2 unconnected molecules or ions with the total composition C6H11N3OS.

Geometry (Å):
C 2.3197 -2.8582 0.7969
C 1.4160 -1.1706 -0.3984
C -2.9358 0.7864 0.0251
C 1.7173 1.8412 0.9042
C -3.0303 -0.3400 -0.6868
C 1.1922 -0.0134 -0.9740
N 2.4188 -1.5141 0.4898
N 1.2536 -3.3323 0.2916
N 0.6250 -2.2630 -0.3789
O 3.6790 0.7090 -0.1390
S 2.4228 1.2994 -0.6294
H 3.0455 -3.4349 1.3331
H 3.2579 -0.8459 0.6217
H -3.4696 0.8870 0.9663
H -2.3441 1.5989 -0.2360
H 1.3443 0.9156 1.3229
H 0.9035 2.5030 0.7004
H 2.5491 2.2311 1.7055
H -2.4804 -0.4069 -1.6144
H -3.6550 -1.1666 -0.5360
H 0.2600 0.0973 -1.6211
H 0.2509 -2.7228 -1.2010

Output
- ΔE to the lowest compared entry with this formula, charge and spin (eV) = 3.805
- frontier orbital gap (eV) = 8.65
- 2S+1 = 1
- max |F| (eV/A) = 3.31

Löwdin atomic charge list, values in e, 5 entries:
1. C -0.1712
2. C -0.4553
3. C -0.0586
4. C -0.2837
5. C -0.0645

=====

Density functional theory data (ωB97M-V/def2-TZVPD) for a single C6H11N3S molecule.

Geometry (Å):
C -1.3577 -0.0697 -1.1578
C -1.7038 -0.5884 1.0444
C 1.0066 0.7458 -0.7846
C -0.0294 0.5588 -3.1611
C -1.0573 -1.1555 3.3718
C 0.0496 -0.0812 -1.6844
N -2.5326 0.1776 -1.4042
N -2.9927 -0.6697 1.0605
N -0.7532 -0.7752 1.9734
S -3.8225 -0.1025 -0.2312
H 2.0105 0.7404 -1.3196
H 1.3358 0.4292 0.2659
H 0.6145 1.7603 -0.5747
H -0.2984 1.5967 -3.2049
H -0.8081 0.0585 -3.6906
H 0.8503 0.3957 -3.6565
H -0.3234 -0.5109 4.0379
H -2.1931 -0.9535 3.4502
H -0.7963 -2.2726 3.5545
H 0.3784 -1.2355 -1.7415
H 0.1736 -0.8853 1.6527

Output
- ΔE to the lowest compared entry with this formula, charge and spin (eV) = 3.027
- frontier orbital gap (eV) = 8.25
- 2S+1 = 1
- max |F| (eV/A) = 3.89

Löwdin atomic charge list, values in e, 5 entries:
1. C -0.1914
2. C -0.2954
3. C -0.1007
4. C -0.0529
5. C -0.0919

=====

Density functional theory data (ωB97M-V/def2-TZVPD) for a single C6H11N3S2 molecule.

Geometry (Å):
C -1.8939 -0.4107 -0.1151
C -1.4764 -0.5562 -1.5472
C 0.5843 -0.9544 0.3827
C 1.5886 0.2359 1.9544
C 2.7150 -1.8861 1.1603
C -1.8602 2.5082 -0.3592
N -0.4641 -1.2353 -2.0303
N -2.2262 0.0060 -2.5160
N 1.4930 -1.0818 1.3332
S 0.6958 -1.8667 -1.0250
S -2.0908 0.9858 0.6505
H 1.8525 0.0885 3.0416
H 2.3625 0.9245 1.5741
H 0.5415 0.5947 1.8413
H 2.3460 -2.9255 0.8003
H 3.4083 -1.5054 0.4168
H 3.2515 -1.9938 2.0237
H -2.8336 3.0920 -0.6027
H -1.4311 2.3875 -1.3150
H -1.4053 3.3026 0.2379
H -3.0774 0.4038 -2.3613
H -2.0799 -0.1136 -3.5450

Output
- ΔE to the lowest compared entry with this formula, charge and spin (eV) = 5.049
- frontier orbital gap (eV) = 7.77
- 2S+1 = 1
- max |F| (eV/A) = 3.93

Löwdin atomic charge list, values in e, 5 entries:
1. C -0.3970
2. C -0.6157
3. C -0.4504
4. C -0.0869
5. C -0.0827